Entry 1:
{
  "formula": "C5H15N2",
  "method": "the ωB97M-V functional and the def2-TZVPD basis",
  "symbols": ["N", "C", "C", "C", "N", "C", "C", "H", "H", "H", "H", "H", "H", "H", "H", "H", "H", "H", "H", "H", "H", "H"],
  "coordinates": [[-1.930884, 0.906457, -0.047171], [-0.587391, 1.409549, -0.312356], [-0.252919, 2.670689, 0.515340], [0.550004, 0.445863, -0.038348], [0.028247, -0.877881, -0.625427], [0.943858, -2.054472, -0.522514], [1.299287, -2.440902, 0.897365], [-2.523882, 1.435154, -0.635560], [-0.776558, -1.168647, -0.079750], [-2.146415, 1.324822, 0.824957], [-0.385753, 1.671568, -1.315292], [0.534739, 3.204888, -0.015782], [-0.103610, 2.075414, 1.442901], [-1.172284, 3.217934, 0.771650], [1.471943, 0.617319, -0.498331], [0.700887, 0.182243, 1.021412], [-0.374090, -0.742184, -1.613653], [0.575432, -2.903556, -1.053237], [1.845030, -1.672688, -0.997389], [0.364375, -2.284515, 1.539326], [2.081439, -1.886189, 1.311547], [1.510177, -3.455968, 0.768465]],
  "forces_ev_per_a": [[1.3, -0.4, -0.1], [1.2, 1.4, 0.5], [-1.4, -2.0, 0.7], [-2.7, -3.1, 0.9], [0.1, -0.7, 0.7], [1.4, 2.0, -0.1], [-3.5, 1.0, 0.0], [-1.0, 0.3, -1.3], [-0.8, 0.4, 0.2], [-0.5, -0.1, 1.5], [-0.8, 0.0, -1.6], [0.1, 0.3, 1.0], [1.2, 1.6, 0.3], [0.5, 0.5, -0.7], [1.4, 0.7, -0.9], [0.0, 0.5, -0.2], [0.5, -0.1, -0.4], [-0.7, -0.2, -0.6], [0.3, -0.5, -0.5], [1.3, -0.6, -0.5], [1.3, 0.7, 0.6], [0.6, -1.7, 0.7]],
  "spin_multiplicity": 2,
  "gap_ev": [3.6, 11.0],
  "total_energy_ha": -308.8355,
  "relative_energy_kcal_mol": 66.4,
  "homo_ev": [-2.77, -10.29],
  "lumo_energy_ev": [0.9, 0.7]
}

***

Entry 2:
{
  "formula": "C5H15N2",
  "method": "the ωB97M-V functional and the def2-TZVPD basis",
  "symbols": ["N", "C", "C", "C", "C", "C", "N", "H", "H", "H", "H", "H", "H", "H", "H", "H", "H", "H", "H", "H", "H", "H"],
  "coordinates": [[-1.313877, 0.974459, -0.049047], [0.046920, 0.417281, 0.239539], [0.572780, -0.663986, -0.753090], [1.838036, -0.230506, -1.455509], [-0.571945, -1.181651, -1.665392], [-0.056267, -0.082026, 1.713003], [-0.694390, 0.959299, 2.504719], [-1.641640, 1.443445, 0.821602], [-1.371424, 1.701075, -0.764510], [-2.044603, 0.305016, -0.280295], [0.689183, 1.298230, 0.211903], [0.931509, -1.418966, -0.041052], [2.071097, -0.932926, -2.259312], [1.882224, 0.798616, -1.817686], [2.764332, -0.308947, -0.874395], [-0.291951, -2.097485, -2.177480], [-1.347911, -1.554770, -0.990111], [-0.824793, -0.325422, -2.282667], [-0.539166, -1.032256, 1.912993], [1.008041, -0.328309, 1.877228], [-0.039558, 1.684834, 2.764252], [-1.066588, 0.575000, 3.365300]],
  "forces_ev_per_a": [[-1.1, 1.1, -0.4], [-0.6, -0.6, 0.3], [-0.1, 0.0, 1.2], [1.1, 0.0, -0.7], [1.2, -0.1, 1.6], [1.4, 0.4, -0.7], [0.2, -0.3, 0.3], [0.4, -0.3, 0.3], [0.4, -0.2, -0.2], [0.2, -0.5, -0.1], [0.1, 0.0, 0.2], [-0.5, -0.5, -0.4], [-0.3, 0.3, -0.3], [-0.5, -0.1, -0.3], [-0.4, 0.0, 0.6], [0.3, 0.4, -0.6], [-0.5, 0.4, -0.3], [-0.6, -0.5, -0.5], [-0.5, -0.1, -0.7], [-0.2, 0.4, 0.8], [0.1, 0.1, 0.1], [-0.1, 0.1, 0.0]],
  "total_charge": 1,
  "smiles": "CC(C)[C@@H]([NH3+])CN",
  "spin_multiplicity": 1,
  "gap_ev": 11.3,
  "total_energy_ha": -308.7677,
  "relative_energy_kcal_mol": 15.6,
  "homo_ev": -14.42,
  "lumo_energy_ev": -3.2
}

***

Entry 3:
{
  "formula": "C5H15N2",
  "method": "the ωB97M-V functional and the def2-TZVPD basis",
  "symbols": ["N", "C", "C", "C", "C", "C", "N", "H", "H", "H", "H", "H", "H", "H", "H", "H", "H", "H", "H", "H", "H", "H"],
  "coordinates": [[-0.541248, 1.143055, 0.854840], [-0.436044, 0.078830, -0.199048], [0.982565, -0.012366, -0.715301], [2.037375, -0.406384, 0.324560], [1.671266, -1.633324, 1.151616], [-1.455529, 0.465858, -1.262460], [-2.738395, 0.705972, -0.575790], [-0.140827, 0.849693, 1.748028], [-1.541052, 1.366446, 0.977060], [-0.003986, 1.961037, 0.561296], [-0.741941, -0.861508, 0.259911], [0.983999, -0.736428, -1.525650], [1.260438, 0.954124, -1.163451], [2.981765, -0.574215, -0.187150], [2.206051, 0.434352, 1.012894], [0.788327, -1.466200, 1.772905], [1.445639, -2.500782, 0.535865], [2.468268, -1.891342, 1.839706], [-1.493011, -0.315054, -2.027635], [-1.155333, 1.392948, -1.743009], [-3.220137, -0.181119, -0.448748], [-3.358190, 1.226406, -1.190439]],
  "forces_ev_per_a": [[0.6, -0.1, 0.6], [0.0, -0.1, -0.4], [0.3, 0.2, 0.0], [-0.3, 0.1, 0.3], [-0.2, 0.1, 0.0], [-0.4, -0.1, 0.3], [-0.1, -0.3, -0.5], [-0.1, -0.1, 0.0], [-0.2, 0.1, -0.3], [-0.2, 0.2, 0.0], [0.0, 0.1, 0.2], [0.0, -0.1, -0.1], [-0.1, -0.2, 0.0], [0.1, 0.1, 0.0], [0.1, 0.0, -0.1], [-0.1, 0.1, 0.1], [0.1, -0.1, -0.1], [0.2, -0.1, 0.0], [0.0, 0.1, 0.1], [0.1, 0.1, -0.1], [0.1, 0.0, 0.2], [0.1, 0.2, 0.2]],
  "total_charge": 1,
  "smiles": "CCC[C@@H]([NH3+])CN",
  "spin_multiplicity": 1,
  "gap_ev": 11.4,
  "total_energy_ha": -308.7927,
  "relative_energy_kcal_mol": 0.0,
  "homo_ev": -14.53,
  "lumo_energy_ev": -3.1
}

***

Entry 4:
{
  "formula": "C5H15N2",
  "method": "the ωB97M-V functional and the def2-TZVPD basis",
  "symbols": ["N", "C", "N", "H", "H", "H", "H", "H", "C", "C", "C", "C", "H", "H", "H", "H", "H", "H", "H", "H", "H", "H"],
  "coordinates": [[-0.091268, -2.429648, 0.962559], [-0.124101, -2.521096, -0.381523], [0.899134, -2.857952, -1.112147], [0.832084, -2.449837, 1.386679], [-0.910967, -2.065452, 1.420875], [-1.047607, -2.364133, -0.932235], [0.819843, -2.838316, -2.119623], [1.886052, -2.964187, -0.830482], [1.373060, 0.408085, -0.515063], [-1.726013, 2.465627, 0.746774], [-0.612149, 1.971933, -0.206489], [0.365841, 1.011938, 0.459709], [0.856605, -0.017129, -1.393984], [2.020545, -0.319667, -0.029776], [1.984025, 1.194973, -0.953081], [-2.408443, 3.204236, 0.245372], [-1.248728, 3.035174, 1.542956], [-2.281734, 1.594913, 1.125147], [-0.082421, 2.866287, -0.636093], [-1.106990, 1.395280, -1.024446], [0.851931, 1.507121, 1.322907], [-0.248701, 0.171844, 0.921961]],
  "forces_ev_per_a": [[0.3, -0.1, -2.7], [0.2, -0.2, 1.7], [1.2, 0.0, -0.6], [-0.5, 0.1, 0.4], [0.2, 0.0, 0.4], [-0.1, 0.1, 0.4], [-0.3, -0.1, 0.0], [-1.0, 0.1, 0.4], [-0.4, 0.5, -0.3], [0.3, 0.5, -0.8], [-0.6, 0.3, -0.5], [-0.7, -0.6, 0.9], [0.1, -0.1, 0.4], [0.1, -0.1, -0.1], [0.3, 0.0, 0.2], [0.5, -1.0, 0.3], [-0.2, -0.2, 0.4], [0.0, 0.5, 0.1], [-0.4, -1.0, 0.2], [0.4, 0.6, 0.2], [0.0, -0.2, -0.5], [0.6, 0.9, -0.4]],
  "total_charge": 1,
  "spin_multiplicity": 1,
  "gap_ev": 10.3,
  "total_energy_ha": -308.7720,
  "relative_energy_kcal_mol": 12.9,
  "homo_ev": -14.36,
  "lumo_energy_ev": -4.0
}

***

Entry 5:
{
  "formula": "C5H15N2",
  "method": "the ωB97M-V functional and the def2-TZVPD basis",
  "symbols": ["C", "N", "C", "C", "C", "N", "C", "H", "H", "H", "H", "H", "H", "H", "H", "H", "H", "H", "H", "H", "H", "H"],
  "coordinates": [[-2.438893, -0.202739, 0.364307], [-2.394820, 1.126356, -0.151055], [2.095973, 1.515777, 0.062639], [2.916926, 0.461264, 0.828759], [-0.988416, -0.703653, 0.673036], [-0.159624, -0.558299, -0.450856], [-0.456037, -1.613246, -1.388668], [-3.036960, -0.341320, 1.263299], [-2.810563, -0.962605, -0.360330], [2.210785, 2.459718, 0.583920], [1.056042, 1.201053, 0.088967], [2.516324, 1.625131, -0.937378], [2.991609, -0.484530, 0.285482], [2.527946, 0.335905, 1.840645], [3.959350, 0.757846, 0.966807], [-0.974641, -1.687244, 1.155189], [-0.618383, 0.022435, 1.413583], [-3.273148, 1.460222, -0.525503], [-1.625837, 1.227876, -0.800012], [-1.425254, -1.441008, -1.890269], [-0.441908, -2.604329, -0.919744], [0.369524, -1.594605, -2.102809]],
  "forces_ev_per_a": [[-1.0, -0.5, -1.1], [0.4, -0.7, 0.3], [1.0, -0.5, 0.8], [0.3, 0.3, -0.1], [2.5, 1.4, 1.5], [-3.2, -1.8, -0.4], [2.7, 0.2, 0.1], [0.0, 0.4, 0.1], [0.3, 0.1, 0.1], [-0.2, 0.3, -0.1], [0.1, 0.5, -0.4], [-0.5, 0.0, -0.1], [-0.3, -0.1, 0.2], [-0.1, -0.3, -0.1], [-0.1, 0.2, -0.1], [-0.5, -0.3, -0.6], [-0.1, -0.1, 0.0], [-0.1, 0.2, 0.3], [-0.1, 0.4, -0.2], [-0.1, 0.2, 0.2], [-0.5, 0.1, 0.2], [-0.5, 0.0, -0.5]],
  "total_charge": 1,
  "spin_multiplicity": 1,
  "gap_ev": 6.2,
  "total_energy_ha": -308.5860,
  "relative_energy_kcal_mol": 129.7,
  "homo_ev": -14.69,
  "lumo_energy_ev": -8.5
}

***

Entry 6:
{
  "formula": "C5H15N2",
  "method": "the ωB97M-V functional and the def2-TZVPD basis",
  "symbols": ["C", "C", "C", "N", "H", "H", "H", "H", "H", "H", "H", "H", "C", "N", "C", "H", "H", "H", "H", "H", "H", "H"],
  "coordinates": [[-1.043631, 1.279966, -2.859520], [-0.658496, 1.429152, -1.397547], [-1.912499, 0.081317, 0.211342], [-1.017849, 0.183319, -0.684138], [-0.397660, 0.558254, -3.355031], [-2.079539, 0.987160, -2.988641], [-0.912977, 2.249776, -3.336622], [0.416435, 1.583065, -1.305272], [-1.145915, 2.255330, -0.883249], [-2.281368, -0.882756, 0.531270], [-2.298816, 1.004647, 0.630337], [-0.461386, -0.631145, -0.939441], [0.914405, -2.116493, 1.475044], [2.018800, -1.186435, 1.287547], [1.801652, 0.072272, 2.013742], [0.846987, -2.419544, 2.517354], [-0.112114, -1.707406, 1.311860], [1.030400, -2.937868, 0.770935], [2.102145, -0.984237, 0.300852], [1.105382, 0.766041, 1.515885], [2.741848, 0.583164, 2.208900], [1.344200, -0.167580, 2.974395]],
  "forces_ev_per_a": [[0.1, 0.3, 0.0], [0.2, 0.0, 0.2], [0.1, 0.3, -0.1], [0.4, 0.1, 0.2], [0.0, 0.0, -0.1], [-0.2, -0.1, 0.1], [0.1, 0.0, -0.1], [0.0, -0.1, 0.1], [-0.2, -0.1, -0.1], [0.3, -0.1, 0.3], [-0.4, -0.1, -0.2], [-0.5, -0.2, -0.3], [-0.4, 0.4, -0.2], [-0.8, 0.5, 0.1], [-0.1, -0.4, 0.1], [0.4, -0.5, 0.0], [0.2, 0.3, -0.2], [0.0, -0.3, 0.4], [0.4, -0.1, -0.1], [0.1, 0.0, -0.1], [0.0, 0.0, -0.1], [0.2, 0.0, 0.1]],
  "total_charge": 1,
  "spin_multiplicity": 1,
  "gap_ev": 7.0,
  "total_energy_ha": -308.7112,
  "relative_energy_kcal_mol": 51.1,
  "homo_ev": -12.28,
  "lumo_energy_ev": -5.2
}